Entry 1:
Formula: C44H54BKN10OS8
Source: the Open Molecules 2025 dataset
Level of theory: ωB97M-V/def2-TZVPD

Output
gap between HOMO and LUMO (spin up / spin down): 5.503 / 4.546 eV
HOMO energy (spin up / spin down): -2.0 / -1.1 eV
largest force on an atom: 0.03408 hartree/bohr
LUMO energy (spin up / spin down): 3.5007 / 3.4944 eV
charge: -2
E_tot: -167141.733 eV

```
119
Properties=species:S:1:pos:R:3:forces:R:3:lowdin_charge:R:1
K -0.326 -0.282 0.715 -0.5 -1.4 -0.9 0.459
C -4.026 2.919 -0.796 0.0 0.0 0.0 -0.074
C -3.798 1.710 -1.653 0.4 0.0 -0.1 -0.288
C -4.871 0.946 -2.084 -0.2 0.0 -0.1 -0.003
C -4.636 -0.262 -2.767 -0.2 0.1 0.0 -0.256
N -3.443 -0.641 -3.115 0.1 0.0 0.0 0.148
N -2.379 0.170 -2.793 0.6 0.0 -0.1 0.039
B -1.148 -0.293 -3.355 -0.4 0.2 -0.1 -0.557
N -0.164 0.679 -3.954 -0.1 -0.2 0.2 -0.005
N -0.758 1.676 -4.631 -0.1 -0.1 0.1 0.189
C -0.020 2.544 -5.236 -0.1 0.2 -0.1 -0.223
C 1.399 2.439 -5.215 0.0 0.2 -0.1 0.038
C 2.007 1.439 -4.542 0.2 -0.2 0.1 -0.258
C 3.498 1.332 -4.461 -0.1 0.0 0.0 -0.073
C 1.176 0.478 -3.846 0.2 -0.1 0.1 -0.677
S 1.774 -0.780 -2.900 -0.1 0.4 -0.2 0.713
C -0.723 3.687 -5.969 0.1 -0.1 0.0 -0.550
C -0.389 3.590 -7.466 0.0 0.0 0.0 -0.054
C -2.239 3.609 -5.785 0.0 -0.1 0.1 -0.060
C -0.219 5.023 -5.407 0.1 0.0 0.1 -0.047
N -1.026 -1.690 -3.903 -0.1 0.4 -0.2 0.003
N -0.676 -1.666 -5.211 0.0 0.0 0.0 0.180
C -0.329 -2.763 -5.792 0.1 0.0 -0.1 -0.228
C -0.269 -3.986 -5.062 0.2 -0.1 -0.3 0.029
C -0.633 -4.026 -3.766 -0.2 -0.1 0.4 -0.250
C -0.505 -5.271 -2.945 0.0 0.1 0.0 -0.075
C -1.123 -2.810 -3.138 0.1 -0.3 0.2 -0.667
S -1.689 -2.775 -1.570 0.3 -0.1 -0.1 0.752
C 0.053 -2.705 -7.271 -0.1 0.0 0.1 -0.550
C -0.058 -1.281 -7.823 0.0 0.0 0.1 -0.064
C -0.898 -3.621 -8.055 0.0 0.0 0.0 -0.054
C 1.498 -3.195 -7.437 0.1 0.0 0.1 -0.048
C -2.480 1.311 -1.960 -0.7 -0.1 0.2 -0.618
S -1.085 2.018 -1.285 -0.9 -0.4 -0.5 0.708
C -5.752 -1.233 -3.182 0.1 0.0 0.0 -0.531
C -7.117 -0.748 -2.702 -0.2 0.0 0.0 -0.072
C -5.770 -1.346 -4.715 0.0 0.0 0.0 -0.056
C -5.465 -2.618 -2.580 0.0 0.0 0.0 -0.048
H -5.097 3.131 -0.712 0.1 0.0 0.0 0.075
H -3.612 2.755 0.203 0.0 0.0 -0.1 0.053
H -3.502 3.788 -1.202 0.0 0.0 0.0 0.067
H -5.880 1.247 -1.826 0.1 0.0 0.0 0.097
H 2.006 3.185 -5.721 -0.1 -0.1 0.0 0.115
H 3.970 2.045 -5.144 -0.1 -0.1 0.1 0.074
H 3.828 1.542 -3.440 0.0 0.0 0.0 0.084
H 3.822 0.316 -4.694 0.0 0.0 0.0 0.063
H -0.713 2.623 -7.866 0.0 0.1 0.0 0.084
H -0.900 4.385 -8.021 0.1 -0.1 0.1 0.079
H 0.688 3.688 -7.646 -0.1 0.0 0.0 0.075
H -2.640 2.675 -6.188 0.0 0.1 0.0 0.082
H -2.508 3.642 -4.724 0.0 0.0 -0.1 0.086
H -2.709 4.454 -6.302 0.0 -0.1 0.1 0.080
H 0.859 5.147 -5.558 -0.1 0.0 0.0 0.075
H -0.728 5.856 -5.902 0.0 -0.1 0.0 0.080
H -0.419 5.081 -4.332 0.0 0.0 -0.1 0.096
H 0.118 -4.884 -5.536 -0.1 0.1 0.0 0.113
H -0.109 -6.092 -3.550 0.0 0.1 0.0 0.073
H 0.159 -5.085 -2.097 0.0 0.0 0.0 0.084
H -1.468 -5.553 -2.517 0.0 0.0 0.0 0.068
H -1.071 -0.889 -7.706 0.1 0.0 0.0 0.082
H 0.615 -0.599 -7.294 -0.1 -0.1 -0.1 0.080
H 0.205 -1.288 -8.887 0.0 0.0 0.1 0.080
H -1.934 -3.287 -7.937 0.1 0.0 0.0 0.089
H -0.647 -3.602 -9.122 0.0 0.0 0.1 0.079
H -0.835 -4.659 -7.708 0.0 0.1 0.0 0.076
H 2.182 -2.567 -6.855 -0.1 -0.1 -0.1 0.092
H 1.617 -4.229 -7.097 0.0 0.1 -0.1 0.075
H 1.793 -3.148 -8.490 0.0 0.0 0.1 0.080
H -7.379 0.219 -3.145 0.0 -0.1 0.0 0.082
H -7.884 -1.474 -2.997 0.0 0.1 0.0 0.082
H -7.146 -0.648 -1.611 0.0 0.0 -0.3 0.058
H -5.948 -0.365 -5.172 0.0 -0.1 0.0 0.083
H -4.807 -1.718 -5.073 -0.1 0.0 0.0 0.076
H -6.565 -2.031 -5.040 0.1 0.1 0.0 0.075
H -5.509 -2.581 -1.485 0.0 -0.2 -0.4 0.048
H -6.205 -3.349 -2.934 0.1 0.1 0.0 0.083
H -4.463 -2.953 -2.860 -0.1 0.0 0.0 0.062
C -3.399 2.714 3.247 -0.2 0.0 0.0 -0.053
C -2.905 1.506 2.503 -0.3 -0.3 -0.1 -0.308
N -1.675 1.159 2.462 0.4 0.3 0.0 0.000
N -0.795 1.874 3.219 0.1 0.0 0.2 0.032
C 0.475 1.818 2.811 -0.1 0.1 -0.3 -0.481
O 0.925 1.424 1.703 0.4 0.8 1.1 -0.200
C 1.456 2.370 3.829 0.0 0.0 -0.1 -0.131
C 1.055 2.999 5.006 0.1 0.0 0.0 -0.043
C 2.000 3.485 5.903 0.0 -0.1 -0.1 -0.109
C 3.359 3.339 5.639 0.0 0.0 -0.1 -0.122
C 3.764 2.705 4.471 -0.1 0.0 0.0 -0.094
C 2.816 2.229 3.571 0.1 0.0 0.1 -0.024
C -3.881 0.630 1.789 0.3 -0.1 0.0 -0.227
C -5.253 0.819 1.965 -0.2 0.0 0.0 -0.034
C -6.150 -0.020 1.319 0.1 0.1 0.0 -0.079
C -5.665 -1.026 0.503 0.0 0.0 0.2 -0.097
C -4.285 -1.141 0.369 0.2 0.2 0.3 -0.136
N -3.412 -0.345 0.988 -0.2 -0.1 0.0 0.139
H -2.540 3.268 3.615 0.0 0.0 0.0 0.055
H -4.025 2.434 4.105 0.0 0.0 -0.1 0.075
H -3.995 3.358 2.590 0.0 0.0 0.1 0.070
H -0.004 3.094 5.203 0.0 0.0 0.0 0.095
H 1.676 3.971 6.816 0.0 0.0 0.0 0.087
H 4.096 3.716 6.341 0.0 0.0 0.0 0.086
H 4.820 2.573 4.262 0.0 0.0 0.0 0.093
H 3.109 1.731 2.654 0.0 0.0 0.1 0.113
H -5.613 1.612 2.610 0.0 -0.1 -0.1 0.095
H -7.218 0.120 1.446 0.0 0.0 0.0 0.098
H -6.330 -1.697 -0.030 0.1 0.1 0.2 0.079
H -3.860 -1.899 -0.286 0.1 0.1 0.1 0.045
S 5.288 -3.163 5.283 0.0 0.0 0.0 0.426
C 4.037 -3.033 4.205 0.0 0.1 0.0 -1.556
S 4.253 -2.855 2.511 0.0 0.0 0.0 0.853
C 2.572 -2.791 1.998 -0.3 0.0 0.2 -1.216
C 1.636 -2.873 3.073 0.2 0.0 -0.3 -1.218
S -0.028 -2.868 2.969 0.0 0.0 0.1 0.535
S 2.382 -3.023 4.660 0.0 0.0 0.0 0.854
S 2.236 -2.676 0.370 0.0 0.1 0.0 0.533
N 1.743 2.770 -1.161 0.6 0.2 0.1 -0.006
H 1.962 2.545 -0.192 0.0 0.0 0.0 -0.008
H 1.689 1.869 -1.625 0.0 0.0 0.0 -0.050
H 0.785 3.101 -1.134 0.4 0.1 -0.1 -0.123
```
Forces are in eV/Å.


Entry 2:
Formula: C44H54N7O4PZn
Source: the Open Molecules 2025 dataset
Level of theory: ωB97M-V/def2-TZVPD

Output
gap between HOMO and LUMO (spin up / spin down): 5.650 / 5.653 eV
HOMO energy (spin up / spin down): -6.4 / -6.4 eV
largest force on an atom: 0.07471 hartree/bohr
LUMO energy (spin up / spin down): -0.7932 / -0.7901 eV
charge: 0
E_tot: -122825.296 eV

```
111
Properties=species:S:1:pos:R:3:forces:R:3:lowdin_charge:R:1
Zn 0.903 0.438 0.023 -0.6 0.1 0.7 0.794
O -2.542 1.580 0.405 2.0 1.3 1.1 0.028
C -2.215 0.682 -0.631 1.4 0.5 -1.2 -0.339
C -3.497 0.092 -1.156 -2.1 0.7 1.5 -0.172
C -4.522 1.020 -1.499 0.2 -1.8 0.0 -0.014
C -5.810 0.558 -1.779 -0.3 1.1 -0.2 -0.081
C -6.201 -0.767 -1.595 0.3 -1.5 -0.2 -0.076
C -5.218 -1.684 -1.199 1.1 1.3 -0.5 -0.069
C -3.866 -1.242 -0.922 -1.6 -0.6 -0.7 -0.276
P -2.823 -2.301 0.131 1.1 1.3 -0.2 1.116
C -4.018 -2.702 1.380 -0.4 -1.7 1.6 -0.365
C -4.162 -1.771 2.409 -0.2 0.2 -0.3 -0.089
C -5.047 -1.997 3.465 -0.1 -0.9 -0.2 -0.083
C -5.701 -3.230 3.558 0.1 0.1 -1.0 -0.082
C -5.514 -4.222 2.546 -0.9 0.6 1.4 -0.085
C -4.636 -3.976 1.523 0.4 0.8 -1.0 -0.091
C -2.461 -3.815 -0.742 0.1 -0.3 -0.2 -0.381
C -2.713 -3.974 -2.093 -0.3 -1.1 -0.1 -0.087
C -2.403 -5.225 -2.679 -0.4 0.8 -0.4 -0.099
C -1.820 -6.243 -1.962 -0.3 -1.1 -0.1 -0.103
C -1.521 -6.037 -0.608 0.8 -1.1 -0.3 -0.099
C -1.785 -4.838 -0.028 0.1 1.6 0.8 -0.117
H -4.270 2.061 -1.403 -0.2 0.3 -0.5 0.107
H -6.530 1.284 -2.175 0.1 -0.3 0.5 0.105
H -7.237 -1.184 -1.773 1.2 1.0 0.1 0.123
H -5.430 -2.749 -1.167 -0.1 0.2 0.4 0.104
H -3.560 -0.865 2.317 -0.3 0.1 0.2 0.106
H -5.268 -1.257 4.224 0.3 0.1 -0.1 0.099
H -6.387 -3.353 4.394 0.0 -0.3 -0.3 0.095
H -6.145 -5.123 2.541 0.6 0.3 0.2 0.105
H -4.415 -4.742 0.773 -0.3 0.2 0.2 0.103
H -3.261 -3.213 -2.661 0.3 -0.3 0.2 0.100
H -2.707 -5.382 -3.708 0.2 -0.1 0.0 0.096
H -1.690 -7.247 -2.434 0.1 1.0 0.5 0.113
H -1.016 -6.814 -0.017 -0.3 0.3 -0.4 0.111
H -1.384 -4.565 0.968 -0.6 -0.4 -0.5 0.111
C 2.560 -2.290 -3.073 0.5 -1.5 -0.3 -0.062
N 2.412 -2.076 -1.649 0.7 0.9 0.1 -0.152
C 1.380 -2.894 -1.057 -0.2 0.1 -0.6 -0.038
C 3.226 -1.249 -0.925 -1.1 1.5 2.4 -0.339
N 2.689 -0.432 -0.006 -0.9 -1.1 -1.3 0.045
C 3.289 0.133 1.137 1.6 0.3 1.8 -0.222
C 3.804 -0.725 2.144 0.2 1.7 -0.7 -0.018
C 4.518 -0.208 3.278 -0.7 1.0 -0.6 -0.067
C 4.663 1.172 3.362 0.3 -1.2 -0.5 -0.055
C 4.282 2.087 2.339 -0.9 -0.4 1.1 -0.178
C 4.664 3.459 2.526 -0.9 0.0 -1.6 -0.052
C 4.174 4.355 1.577 0.3 -2.0 0.9 -0.078
C 3.147 3.950 0.713 0.0 0.9 -0.5 -0.074
C 2.719 2.646 0.511 0.0 -0.2 0.7 -0.258
N 1.714 2.250 -0.325 -0.5 -0.2 0.6 0.013
C 0.495 2.891 -0.836 0.6 0.0 1.2 -0.424
N 0.675 3.997 -1.712 -0.3 0.9 -0.3 -0.177
C -0.400 4.522 -2.540 -0.7 0.2 0.9 -0.079
C 1.959 4.549 -2.082 -1.1 0.0 -1.5 -0.078
N -0.067 1.684 -1.499 -1.0 -0.7 -0.1 -0.163
C -1.536 1.557 -1.753 0.7 -0.9 0.5 -0.075
C 0.716 1.343 -2.697 -0.4 -0.9 0.1 -0.059
C 3.398 1.609 1.319 0.5 -0.1 -0.8 -0.037
N 4.556 -1.203 -1.106 0.0 0.3 -0.5 -0.155
C 5.314 -2.372 -1.337 0.7 -1.6 -1.4 -0.061
C 5.285 0.041 -1.030 -0.3 0.3 1.5 -0.016
H 1.528 -2.416 -3.486 0.9 0.4 0.1 0.095
H 3.079 -3.283 -3.223 -0.4 0.8 -0.2 0.097
H 3.151 -1.520 -3.600 -0.5 -0.2 0.4 0.098
H 1.712 -3.923 -1.062 -0.1 -0.5 -0.1 0.096
H 0.468 -2.799 -1.652 0.0 -0.2 0.1 0.091
H 1.124 -2.622 -0.066 -0.1 0.4 0.9 0.040
H 3.657 -1.779 2.024 0.0 -0.4 -0.1 0.099
H 4.917 -0.866 4.065 -0.4 0.3 -0.5 0.102
H 5.088 1.645 4.221 0.6 -0.1 0.5 0.094
H 5.283 3.770 3.360 0.2 -0.2 -0.2 0.099
H 4.635 5.300 1.442 -0.1 1.1 0.3 0.088
H 2.616 4.757 0.202 0.3 -0.4 0.1 0.088
H -1.425 4.553 -2.039 1.3 -0.3 -0.7 0.097
H -0.462 4.024 -3.512 -0.3 -0.2 -0.1 0.077
H -0.169 5.564 -2.756 0.0 0.2 0.0 0.081
H 2.730 3.982 -1.618 0.7 -0.2 0.1 0.052
H 1.985 5.620 -1.802 0.3 -0.4 -0.1 0.093
H 2.026 4.470 -3.205 0.4 0.2 0.8 0.098
H -1.609 -0.196 -0.273 0.0 1.0 -0.2 0.087
H -1.589 1.071 -2.724 -0.4 -0.1 0.0 0.121
H -2.092 2.503 -1.812 0.4 -0.2 0.0 0.111
H 1.784 1.209 -2.464 -0.4 0.6 -0.1 0.088
H 0.486 2.071 -3.470 0.5 0.0 -0.4 0.080
H 0.359 0.347 -2.995 0.1 0.3 -0.3 0.088
H 4.876 -3.245 -0.841 0.1 0.2 0.1 0.101
H 6.370 -2.261 -1.036 -0.6 0.1 0.2 0.099
H 5.353 -2.631 -2.416 0.1 0.0 0.3 0.086
H 4.557 0.849 -0.807 0.8 -0.4 0.0 0.094
H 5.735 0.254 -1.984 0.6 0.0 -0.4 0.085
H 6.033 -0.086 -0.197 -0.5 0.7 -0.9 0.120
C 0.330 3.640 2.638 -0.7 -1.4 -1.6 -0.046
N 0.186 4.234 1.254 -0.3 -0.9 0.7 -0.168
C -0.330 5.577 1.363 -1.4 -0.3 0.9 -0.089
C -0.527 3.382 0.275 0.5 0.7 -1.0 -0.304
O -1.082 2.363 1.008 -2.7 -2.7 -0.3 -0.003
H 1.050 4.209 3.188 0.2 0.5 0.3 0.075
H 0.739 2.612 2.533 -0.3 0.6 0.1 0.088
H -0.661 3.550 3.145 0.8 0.3 -0.1 0.100
H -0.061 5.935 2.391 -0.2 0.2 -1.2 0.096
H -1.459 5.578 1.271 0.9 0.2 0.3 0.102
H 0.059 6.194 0.572 0.3 0.5 -0.2 0.068
H -1.306 3.967 -0.283 0.5 -0.3 0.8 0.136
C -0.335 -1.773 3.605 -0.2 0.6 -0.2 -0.004
C -0.149 -1.481 2.112 -0.7 -1.7 -0.6 -0.639
O -0.349 -2.506 1.390 1.2 2.0 0.7 -0.137
O 0.089 -0.274 1.719 0.1 -0.7 -0.2 -0.098
H -0.917 -2.703 3.635 0.2 0.3 0.3 0.075
H -0.876 -0.946 4.092 0.2 -0.3 -0.1 0.079
H 0.629 -1.917 4.115 -0.2 0.1 -0.2 0.076
```
Forces are in eV/Å.


Entry 3:
Formula: C44H56FeN7P2S2
Source: the Open Molecules 2025 dataset
Level of theory: ωB97M-V/def2-TZVPD

Output
gap between HOMO and LUMO (spin up / spin down): 6.478 / 5.527 eV
HOMO energy (spin up / spin down): -11.9 / -11.9 eV
largest force on an atom: 0.06045 hartree/bohr
LUMO energy (spin up / spin down): -5.4307 / -6.3821 eV
charge: +2
spin multiplicity: 6
E_tot: -131589.979 eV

```
112
Properties=species:S:1:pos:R:3:forces:R:3:lowdin_spin:R:1
Fe 0.401 -0.516 0.926 0.2 0.5 0.3 4.111
C 1.933 4.487 4.133 -2.0 -0.2 0.7 0.001
C 0.884 4.264 3.011 0.9 0.6 -0.4 0.007
N -0.035 3.163 3.225 -0.3 0.0 -0.3 0.006
C -0.061 1.949 2.669 0.6 -0.7 1.3 0.022
S 1.198 1.636 1.522 -0.2 -0.3 -0.6 0.177
N -0.838 1.027 3.243 -0.3 -0.7 -0.3 0.017
N -0.710 -0.247 2.709 0.4 0.8 -0.2 0.095
C -1.157 -1.306 3.298 0.8 0.1 -1.2 0.014
C -1.763 -1.385 4.611 -0.5 -1.5 1.6 0.003
C -0.866 -2.588 2.571 0.4 0.4 0.0 0.009
C -1.006 -3.830 3.172 0.4 -0.6 0.2 0.002
C -0.427 -4.967 2.589 -0.1 1.5 -0.7 0.004
C 0.241 -4.837 1.364 -0.9 1.4 0.9 0.003
C 0.271 -3.573 0.793 -0.3 0.7 -0.5 0.009
N -0.264 -2.472 1.367 -0.1 -0.9 0.3 0.065
H 2.799 3.892 3.947 0.7 -0.3 0.0 0.000
H 2.160 5.543 4.211 0.3 0.1 -0.2 0.000
H 1.495 4.220 5.124 0.4 0.0 -0.7 0.000
H 0.276 5.150 2.876 -0.2 0.3 0.2 0.000
H 1.445 4.173 2.072 -0.5 -0.3 0.1 0.004
H -0.726 3.345 3.923 -0.4 -0.2 0.4 0.001
H -2.580 -2.155 4.568 0.6 0.8 0.3 0.001
H -1.023 -1.721 5.403 -0.7 0.3 -1.0 0.000
H -2.154 -0.450 4.943 -0.3 0.7 0.1 0.000
H -1.449 -3.928 4.161 0.0 0.1 -0.3 0.000
H -0.508 -5.873 3.130 0.1 -0.9 0.2 0.000
H 0.718 -5.622 0.859 0.5 -1.1 -0.5 0.000
H 0.719 -3.375 -0.194 -0.1 -0.4 0.6 0.001
C -1.099 3.418 -6.326 0.2 1.8 1.3 0.000
S -2.750 2.792 -6.094 -0.6 0.2 -0.7 0.000
C -2.565 1.272 -5.182 0.6 -0.3 1.2 0.000
C -2.205 1.519 -3.672 -0.2 -1.0 0.0 0.000
C -2.280 0.141 -2.865 -0.3 -1.1 -2.8 0.002
N -1.610 0.002 -1.592 0.0 -0.5 0.1 0.012
P -2.020 0.499 -0.046 -0.4 1.8 0.5 0.106
C -2.604 2.212 -0.457 -0.5 0.0 0.2 0.022
C -3.960 2.542 -0.739 1.1 -1.8 0.7 0.007
C -4.183 3.740 -1.327 -1.9 2.1 -1.2 0.001
C -3.181 4.673 -1.593 -0.2 0.3 -0.4 0.003
C -1.882 4.383 -1.296 0.6 -0.1 0.8 0.000
C -1.605 3.156 -0.709 -0.5 -0.5 0.4 0.004
C -3.443 -0.324 0.664 -0.8 -0.8 0.4 0.010
C -4.038 0.208 1.825 2.4 2.0 0.0 0.006
C -5.064 -0.399 2.455 -1.0 -0.8 1.9 -0.001
C -5.469 -1.656 2.073 -1.8 -0.6 -0.7 0.008
C -4.927 -2.232 0.959 0.9 0.2 -0.9 0.000
C -3.901 -1.567 0.247 -0.9 0.1 0.9 0.008
P -0.064 -0.585 -1.533 1.3 -0.8 -1.1 0.069
C 0.910 0.479 -2.686 0.4 -0.3 0.2 0.014
C 1.158 1.748 -2.145 -0.1 0.4 -1.2 0.002
C 1.571 2.782 -2.965 0.8 -0.4 -0.6 -0.001
C 1.929 2.502 -4.309 0.9 2.2 0.7 0.002
C 1.825 1.243 -4.819 -0.6 -1.5 -1.0 0.000
C 1.309 0.221 -4.012 -0.4 -1.3 0.0 0.005
C -0.107 -2.226 -2.328 2.5 0.4 -0.5 0.010
C 1.122 -2.676 -2.862 0.4 0.1 0.2 0.005
C 1.221 -3.895 -3.497 -2.1 -0.8 -0.8 -0.001
C 0.005 -4.657 -3.692 1.6 -1.7 -0.2 0.007
C -1.171 -4.267 -3.105 -0.1 0.0 -0.4 0.000
C -1.161 -3.064 -2.442 -2.0 0.9 1.1 0.006
H -0.673 3.737 -5.358 -0.1 -0.1 -0.3 0.000
H -1.122 4.354 -6.932 -0.3 -0.9 0.2 0.000
H -0.416 2.732 -6.741 0.6 -1.0 -0.8 0.000
H -1.945 0.498 -5.687 0.1 0.7 0.4 0.000
H -3.542 0.838 -5.213 -0.9 -0.2 -0.1 0.000
H -2.918 2.246 -3.226 0.6 -0.4 -0.5 0.000
H -1.176 1.925 -3.681 -0.5 -0.2 0.5 0.000
H -1.835 -0.646 -3.572 0.0 1.1 0.9 0.002
H -3.281 -0.349 -2.802 0.1 1.2 0.2 0.000
H -4.770 1.840 -0.490 0.4 0.4 -0.3 0.000
H -5.202 4.064 -1.644 0.7 -0.6 0.5 0.000
H -3.389 5.651 -2.025 -0.3 -0.3 0.0 0.000
H -1.115 5.143 -1.397 0.1 -0.2 -0.2 0.000
H -0.638 2.913 -0.333 0.8 0.0 -0.1 0.001
H -3.529 1.091 2.281 -0.8 -0.4 -0.5 0.000
H -5.562 -0.075 3.370 0.5 0.7 -0.3 0.000
H -6.386 -2.118 2.491 0.9 0.3 0.1 0.000
H -5.356 -3.153 0.608 0.2 -0.3 -0.2 0.000
H -3.504 -1.984 -0.635 0.4 -0.6 -0.9 0.000
H 1.020 1.988 -1.120 -0.4 -0.1 0.8 0.000
H 1.707 3.773 -2.531 0.1 -0.2 -0.3 0.000
H 2.455 3.307 -4.886 -1.0 -0.8 0.4 0.000
H 2.019 1.001 -5.899 0.2 0.4 1.3 0.000
H 1.258 -0.833 -4.419 -0.2 1.5 0.4 0.000
H 2.000 -2.038 -2.778 0.0 -0.2 0.0 0.000
H 2.132 -4.235 -3.974 0.0 0.0 0.2 0.000
H 0.017 -5.676 -4.205 0.3 1.7 0.5 0.000
H -2.117 -4.814 -3.190 0.6 0.0 0.0 0.000
H -2.048 -2.708 -1.947 -0.6 -0.2 -0.1 0.000
C 3.364 -1.628 4.597 0.2 -1.5 1.0 0.001
C 4.117 -2.202 3.395 -0.5 0.0 -1.1 0.001
N 4.401 -1.135 2.332 0.8 -1.5 2.4 0.019
C 5.724 -0.475 2.439 0.2 -0.5 0.9 0.002
C 6.946 -1.402 2.196 0.2 0.8 -0.2 0.001
C 3.442 -0.755 1.522 -0.6 -0.3 -0.9 0.016
C 3.730 0.157 0.361 1.8 -0.8 1.1 0.003
N 2.248 -1.327 1.511 -0.2 0.5 -0.4 0.089
H 3.466 -2.308 5.525 0.0 1.0 -1.6 0.000
H 2.288 -1.476 4.454 0.3 0.2 -0.2 0.000
H 3.887 -0.710 4.789 -0.2 0.6 0.6 0.000
H 3.618 -3.062 2.902 0.1 0.5 0.2 0.000
H 5.053 -2.632 3.732 0.3 0.4 -0.1 0.000
H 5.884 -0.059 3.444 -0.6 -0.1 0.0 0.001
H 5.605 0.378 1.813 0.8 0.6 -0.7 0.000
H 6.976 -2.210 2.968 -0.1 0.4 -1.0 0.000
H 7.913 -0.818 2.369 -1.4 -0.6 -0.5 0.000
H 6.893 -1.759 1.139 0.4 -0.2 1.0 0.000
H 3.607 1.198 0.471 -0.1 1.2 0.6 0.000
H 3.132 -0.163 -0.413 -1.5 -0.6 -1.8 0.001
H 4.746 -0.030 0.029 0.2 0.1 -0.1 0.000
H 2.140 -2.043 2.207 -0.1 -0.2 0.3 0.003
```
Forces are in eV/Å.